A cluster of 11 separate species, C38H44F10N3O30 in total. Source: the Open Molecules 2025 dataset; level of theory: ωB97M-V with the def2-TZVPD basis set.

## Properties
HOMO energy = -11.77 eV
HOMO-LUMO gap = 7.759 eV
E = -133184.4383 eV
LUMO energy = -4.01 eV
Maximum force = 1.56 eV Å⁻¹

ORCA input file:
```
! wB97M-V def2-TZVPD RIJCOSX def2/J DEFGRID3
* xyz 1 1
F -4.70043 2.35980 1.04195
F -1.87529 0.94487 13.32517
F -3.97902 5.12891 7.74866
F -4.05928 6.30282 -1.90474
F 1.60687 1.31879 -0.02206
F 0.48932 7.21309 0.82472
F 8.11116 -5.40636 -6.02262
F -0.31789 -0.56104 4.37277
F 8.02414 -7.11623 -10.87186
F -4.54293 -4.30690 1.29397
O -2.74131 1.44474 10.03394
O -1.12873 -1.98313 0.25179
O 4.62660 1.36958 -1.67545
O -5.40376 1.85115 5.11076
O 7.61100 -5.43779 -9.41873
O -7.57492 -1.08674 1.67994
O -1.57161 6.28938 0.84199
O 0.76368 -1.19846 1.17229
O -4.98445 1.45030 10.19953
O 6.50674 -3.75231 -8.41271
O -3.69349 5.89202 1.49168
O -4.63105 3.73114 6.09667
O -4.01183 4.96465 -3.72302
O -5.77897 2.22932 7.29324
O 5.39481 -5.26495 -9.65167
O -2.41253 3.03665 3.52606
O 7.73768 -3.95967 -4.32568
O -3.97349 3.05778 -4.93421
O 8.75152 -2.13885 -5.15193
O -0.76502 1.61612 2.94278
O 5.97919 2.08429 -0.01833
O -4.70000 3.03945 -2.80408
O -2.71524 1.61578 1.82759
O -5.32530 -0.97089 1.63954
O 7.97093 -2.12132 -3.04123
O -2.66247 7.80340 2.07523
O -1.04826 -1.48778 2.45028
O -6.34171 -2.94486 1.30839
O 3.74491 1.96114 0.30619
O -3.70646 1.00202 12.00591
N 1.31994 -2.46585 -4.39189
N 2.60490 -2.57923 -4.11786
N -2.11956 -4.13813 -2.31456
C 1.10893 -2.25147 -2.04913
C 7.78708 -4.12025 -5.73941
C 2.67432 1.91156 -0.61474
C -4.20514 3.62650 -3.92150
C 0.05533 -1.34233 3.34205
C -5.01767 4.38197 7.29809
C -4.00775 2.10030 2.17962
C 4.70132 -2.75475 -2.86900
C -1.31359 8.26886 1.94660
C -3.91695 1.31349 10.69905
C -3.68367 3.36403 2.92097
C -1.86154 2.05972 2.78892
C -1.52850 -3.67957 -3.58162
C -4.70240 4.02319 -1.76339
C -5.28331 2.53215 6.07864
C 8.88077 -3.16909 -6.14219
C 5.81891 -6.33211 -10.51190
C 7.16235 -6.68748 -9.92534
C -6.52318 -1.61077 1.55860
C -1.68720 1.34757 10.99873
C 1.08119 -0.66635 2.47183
C -2.73560 6.59700 1.47567
C -2.35591 0.58261 12.11423
C 3.22672 -2.56153 -2.96127
C -5.30929 3.22241 8.21523
C -4.72523 5.30972 -2.54847
C 2.43643 -2.36702 -1.80957
C 3.23748 1.05415 -1.72057
C 8.14587 -2.67974 -4.07396
C -0.94424 -2.22327 -3.50752
C -4.29985 -1.96618 1.57618
C 0.54417 -2.31836 -3.35218
C 4.90028 1.83145 -0.42005
C 6.50186 -4.72567 -9.09882
C -0.52735 -1.58778 1.20831
C -0.83221 7.49661 0.74390
C 4.93758 -4.29710 -2.93227
C -5.00413 -3.10043 0.87852
H 5.90156 -5.96357 -11.53484
H 0.35512 -2.32138 3.72181
H 6.81294 -3.89071 -6.16675
H 5.04985 -2.43760 -1.88874
H 7.12551 -7.41580 -9.11323
H 4.59016 -4.66363 -3.90356
H -0.75366 8.01618 2.84794
H -4.96479 -3.05591 -0.21215
H -4.42077 2.86390 8.70984
H 8.74371 -2.77238 -7.14405
H 9.86982 -3.62354 -6.06993
H 4.28931 -4.78176 -2.19706
H -4.53388 1.34756 2.76570
H -0.82541 0.82964 10.58581
H -1.33725 -1.78800 -2.58972
H 5.11356 -7.15848 -10.48840
H -5.87022 5.03434 7.09992
H -0.74406 -4.40529 -3.81851
H -4.42402 3.60914 3.67242
H -1.28313 9.34526 1.79989
H 0.42409 -2.11984 -1.21870
H -6.06355 3.45363 8.96041
H -1.58211 -3.74644 -1.55115
H 2.81427 1.29279 -2.69491
H 2.87384 -2.32149 -0.82298
H 5.97678 -4.55634 -2.76613
H -5.56725 3.90734 -1.11568
H -1.04135 7.97326 -0.21524
H -3.08791 -3.85655 -2.24983
H -3.79670 3.91976 -1.16441
H -3.98884 -2.23165 2.58797
H 5.23618 -2.26736 -3.68396
H -2.28061 -3.76062 -4.36492
H -2.30405 -0.50300 12.01454
H 2.40391 2.92416 -0.91849
H 3.10305 -0.01151 -1.52657
H -5.72307 5.66032 -2.81698
H -1.38548 2.34806 11.31111
H -3.43540 -1.60354 1.02751
H -1.19048 -1.66269 -4.40777
H 2.10020 -0.91055 2.76401
H -3.55832 4.22244 2.24579
H 0.96189 0.41226 2.45283
H 3.20221 -2.69919 -4.93344
*
```



An isolated molecule of C4H7NO. Source: the Open Molecules 2025 dataset; level of theory: ωB97M-V with the def2-TZVPD basis set.

## Properties
HOMO energy (alpha / beta) = -6.05 / -5.89 eV
HOMO-LUMO gap (alpha / beta) = 6.979 / 6.828 eV
E = -7796.0146 eV
Energy above the lowest of the compared OMol25 structures with the same formula, charge and spin = 3.6298 eV
LUMO energy (alpha / beta) = 0.93 / 0.93 eV
Maximum force = 0.93 eV Å⁻¹

ORCA input file:
```
! wB97M-V def2-TZVPD RIJCOSX def2/J DEFGRID3
* xyz 0 1
O -1.81723 -0.04004 0.78347
N 0.10365 0.98018 0.68989
C -1.00784 0.86193 1.37016
C -1.08368 -0.65083 -0.32668
C 0.16651 0.18208 -0.43407
C 1.47982 -0.42984 -0.80482
H 2.32630 0.22041 -0.54211
H 1.66215 -1.40665 -0.31155
H -1.72835 -0.60140 -1.21716
H 1.53811 -0.59754 -1.88556
H -1.39298 1.47106 2.17457
H 0.68219 1.80234 0.65654
H -0.90712 -1.71866 -0.08167
*
```



A structure of composition C29H47GeIrN2SSi4. Source: the Open Molecules 2025 dataset; level of theory: ωB97M-V with the def2-TZVPD basis set.

## Properties
HOMO energy (alpha / beta) = -10.77 / -10.95 eV
HOMO-LUMO gap (alpha / beta) = 6.716 / 6.916 eV
E = -135514.0213 eV
Energy above the lowest of the compared OMol25 structures with the same formula, charge and spin = 1.2340 eV
LUMO energy (alpha / beta) = -4.06 / -4.03 eV
Maximum force = 0.80 eV Å⁻¹

ORCA input file:
```
! wB97M-V def2-TZVPD RIJCOSX def2/J DEFGRID3
* xyz 1 2
Ir -0.12602 -0.51557 -0.68012
Ge -1.11735 0.59581 1.24960
S -0.44924 -2.48760 0.19269
Si 2.18666 -0.42272 -1.17791
Si -1.04162 2.97668 0.75256
Si -0.34835 0.09871 3.47431
Si -3.45352 -0.01259 1.11369
N -1.00706 -0.48263 -2.72895
N -2.82444 -4.21813 -5.07083
C 2.92282 2.92460 -3.55122
C 3.91414 3.32975 -1.40021
C 2.67740 1.27611 -1.78152
C -3.76543 -1.78424 1.62503
C 3.36265 -0.90440 0.17637
C 2.30733 -1.63786 -2.59796
C -1.11221 1.24007 4.74416
C 1.50664 0.35078 3.52061
C 3.65196 3.74236 -2.69962
C -0.81006 -1.66020 3.95029
C -0.64356 0.40071 -3.67081
C -4.29776 1.16080 2.29631
C -4.11396 0.23482 -0.62416
C -2.27094 3.36305 -0.61076
C -1.58505 -1.62631 -3.11283
C 3.43236 2.11124 -0.95000
C 1.47845 -3.34943 1.97356
C 0.64990 3.49522 0.16950
C 3.17138 -4.95963 1.40563
C -2.36300 -3.20280 -4.79880
C 1.61331 -4.22359 -0.27086
C 2.69597 -5.00647 0.10198
C 1.01815 -3.37802 0.66072
C -0.80036 0.16376 -5.02273
C -1.35710 -1.03687 -5.42584
C 2.55746 -4.13719 2.34164
C -1.76972 -1.93942 -4.45173
C -1.48872 3.88843 2.32051
C 2.44911 1.70369 -3.09371
H 3.64568 1.80995 0.06872
H 0.70064 4.57055 -0.02479
H 4.03291 4.69144 -3.05395
H -5.12307 -0.18094 -0.69510
H 1.41872 3.25178 0.90661
H -4.16781 1.28803 -0.90067
H -1.01481 -2.29784 3.08967
H -2.19551 1.13693 4.82352
H 0.98804 -2.71521 2.69942
H -3.96354 1.03385 3.32681
H 2.02971 -0.34127 2.85827
H 1.73613 -1.35620 -3.48512
H 0.90938 2.98448 -0.75933
H 4.01411 -5.57342 1.69518
H 2.01032 -2.64220 -2.29913
H 1.22524 -4.27059 -1.28093
H -1.70364 -1.64832 4.57911
H 1.89057 0.20375 4.53395
H 4.49416 3.95900 -0.73741
H -3.29126 3.46718 -0.23537
H -0.01193 -2.12752 4.53403
H -3.49338 -0.27490 -1.36687
H -0.68676 0.95103 5.71094
H -0.49117 0.91072 -5.73979
H -0.87712 2.29155 4.58262
H -2.00078 4.30614 -1.09380
H -4.16752 2.20805 2.01691
H -3.74181 -1.89973 2.71098
H 2.74085 3.23036 -4.57376
H -2.29494 3.41213 2.88039
H -3.03439 -2.47684 1.20749
H -5.36917 0.93845 2.26299
H 3.22979 -1.94230 0.47427
H 3.15778 -5.66396 -0.62294
H -1.81481 4.90082 2.06475
H -4.75517 -2.09499 1.27918
H 1.92559 1.05941 -3.79136
H -1.90141 -2.30973 -2.33687
H -1.48225 -1.27395 -6.47377
H 1.76034 1.36908 3.21221
H -0.23556 1.33558 -3.30942
H 4.37203 -0.79520 -0.23480
H -2.27500 2.58283 -1.37511
H 3.36601 -1.66493 -2.87722
H 2.91926 -4.10998 3.36099
H 3.29493 -0.27650 1.06411
H -0.61962 3.97251 2.97582
*
```



A cluster of 13 separate species, C26H57Cl4F15N5O12 in total. Source: the Open Molecules 2025 dataset; level of theory: ωB97M-V with the def2-TZVPD basis set.

## Properties
HOMO energy = -16.30 eV
HOMO-LUMO gap = 6.322 eV
E = -150730.3043 eV
LUMO energy = -9.98 eV
Maximum force = 5.45 eV Å⁻¹

ORCA input file:
```
! wB97M-V def2-TZVPD RIJCOSX def2/J DEFGRID3
* xyz 3 1
Cl -2.88414 -0.73347 -3.22302
Cl -6.49280 0.87648 1.99110
Cl -5.59855 2.94642 -1.69327
Cl -2.47168 0.67954 -6.12100
F 3.73662 -3.98535 -4.21138
F 5.40090 3.38910 1.76037
F 5.80935 1.43224 2.37407
F 1.52290 3.22486 -0.21816
F 5.30127 -4.98237 -1.46505
F 4.61625 -2.70382 -5.75613
F 6.33905 -3.11651 -1.25077
F 6.29967 -4.61206 0.38225
F -3.33544 2.13142 6.32479
F 5.64021 3.07040 3.90323
F -0.15740 4.22217 -0.92863
F -0.12581 2.08514 -0.77861
F -1.38011 1.36961 6.82173
F 5.29729 -2.61552 -3.71074
F -1.73200 3.51554 6.66539
O 2.74124 3.18227 2.76521
O 4.14221 -2.04465 -0.37046
O 2.19577 -1.88541 -3.31348
O 3.47379 -4.03717 0.65731
O -1.70166 1.03021 4.14754
O -3.14043 -1.02055 1.25387
O 0.34161 3.34594 -3.51397
O 0.02573 -2.19815 0.73695
O 2.50164 2.84297 -2.63150
O 3.28270 0.98902 3.19855
O -1.22595 3.32072 4.15059
O 3.50374 -0.49461 -4.65847
N -4.23593 -1.22086 3.68678
N -0.32163 -3.59823 -1.66036
N -4.46973 -2.63312 -0.70964
N 0.81719 -4.48157 2.02416
N -2.42459 -3.70468 1.88200
C 3.63978 2.29657 2.85143
C 1.24937 -0.82833 -3.01163
C 4.21336 -2.80595 -4.44161
C 0.60580 3.14764 -1.06676
C 5.58003 -4.02070 -0.61124
C 4.29328 -3.39192 -0.02495
C 3.36289 4.32174 -4.38366
C -3.14615 0.97263 -3.54690
C -6.43529 2.47297 -0.23739
C 5.18394 2.53818 2.75022
C 0.39011 -0.34078 -4.25911
C -3.72905 1.28939 -4.92814
C 1.11268 3.18518 -2.53963
C 3.18495 2.90261 -3.94868
C -0.88123 3.51819 2.79636
C 3.49065 0.30657 -0.09234
C 3.06068 -1.18406 0.06309
C -1.72159 2.15378 4.65041
C 1.78098 -0.71320 3.99631
C -2.13133 3.71596 2.00190
C -2.03878 -0.35108 0.67729
C -2.05125 2.29674 6.12049
C -0.50600 -0.87558 0.93529
C 3.26151 -1.61191 -4.17118
C -5.58378 1.55192 0.57003
C 1.93086 0.66301 3.36684
H 2.51770 -0.74842 4.79887
H 3.70724 4.18052 -5.40815
H -0.36422 -0.66691 1.99569
H 2.65925 0.92728 0.24169
H -6.63159 3.43651 0.23286
H 4.16377 2.42782 -3.88094
H 2.19843 -1.51870 -0.51365
H -2.17775 1.43221 -3.34921
H 0.40745 -4.29628 -1.62487
H 0.12408 -0.10544 0.49036
H 2.71569 -1.38003 1.07831
H -2.43279 -4.18194 0.99191
H -2.66117 4.61786 2.30840
H -1.54640 -3.85820 2.35665
H 1.81282 -4.65083 2.03726
H -3.91574 2.35552 -5.05703
H 1.12817 0.10050 -4.92892
H 0.55386 -4.16021 2.94475
H -0.09801 -2.91046 -0.95533
H -0.29658 4.43459 2.71575
H -3.74733 -1.10103 2.81099
H -4.66555 0.78148 -5.15858
H -0.20556 -1.14492 -4.69112
H -0.47344 -3.18803 -2.57074
H -1.21203 -4.01053 -1.42101
H -2.81928 2.87401 2.07887
H -2.11951 -0.24990 -0.40499
H -3.82439 -3.39282 -0.87243
H 1.60188 1.35391 4.14306
H -3.98675 -1.97712 -0.11258
H 1.77121 0.06158 -2.65969
H -7.32338 1.94616 -0.58649
H 4.33863 0.52796 0.55576
H 3.72078 0.59835 -1.11704
H -3.21902 -4.13761 2.33095
H -5.23237 -3.12430 -0.26554
H -1.97153 0.68134 1.02036
H -3.85522 1.35020 -2.81019
H 4.08683 4.84938 -3.76272
H 0.81904 -0.71342 4.50891
H -4.73586 2.13320 0.93231
H -2.53721 -2.71381 1.72195
H 2.52700 2.33199 -4.60412
H -5.08582 -1.73915 3.51604
H 2.59317 5.09350 -4.37814
H 1.98994 -1.63886 3.46004
H -1.88248 3.95574 0.96813
H -4.56854 -0.46345 4.26626
H 0.57854 -1.10537 -2.19841
H 0.72657 -3.65169 1.45567
H -0.25869 2.74681 2.34300
H 1.36418 0.74029 2.43894
H -4.76307 -2.18396 -1.56539
H -3.61730 -1.67881 4.34076
H -5.20910 0.70753 -0.00850
H -0.26651 0.46647 -3.93459
H 0.19023 -5.21601 1.72818
*
```